Record 1
Entry from OMol25: a structure of composition C47H41AsBaN3O2P2Se2 (ωB97M-V/def2-TZVPD).

Properties
molecular weight	1112.0	g mol⁻¹
total charge	-1
strongest force on any atom	2.49	eV Å⁻¹
E_LUMO (spin up / spin down)	2.167 / 2.160	eV

Atoms and positions in Å:
Ba -1.538 -1.756 0.641
Se 5.047 0.901 -2.586
P 4.637 0.964 -0.514
C 5.981 0.171 0.427
C 6.229 -1.193 0.268
C 7.302 -1.782 0.916
C 8.148 -1.020 1.712
C 7.920 0.338 1.853
C 6.841 0.933 1.212
C 4.555 2.638 0.181
C 4.928 3.739 -0.578
C 4.924 5.003 -0.006
C 4.535 5.170 1.316
C 4.160 4.070 2.077
C 4.185 2.805 1.513
C 3.113 0.148 -0.005
C 1.775 0.516 0.182
N 1.100 -0.629 0.422
N 1.951 -1.634 0.370
N 3.164 -1.197 0.107
P 0.806 2.010 0.325
Se -1.243 1.764 -0.171
C 0.960 2.513 2.066
C 1.620 1.697 2.981
C 1.673 2.048 4.323
C 1.066 3.215 4.760
C 0.375 4.015 3.858
C 0.305 3.656 2.522
C 1.575 3.258 -0.736
C 1.697 4.595 -0.369
C 2.146 5.528 -1.289
C 2.486 5.132 -2.577
C 2.380 3.799 -2.939
C 1.915 2.865 -2.026
H 5.572 -1.787 -0.349
H 7.477 -2.844 0.796
H 8.986 -1.487 2.215
H 8.581 0.944 2.462
H 6.681 1.997 1.327
H 5.208 3.590 -1.615
H 5.209 5.862 -0.602
H 4.519 6.161 1.754
H 3.846 4.193 3.106
H 3.918 1.941 2.109
H 2.084 0.778 2.644
H 2.183 1.400 5.024
H 1.107 3.491 5.807
H -0.131 4.909 4.200
H -0.295 4.244 1.837
H 1.465 4.915 0.638
H 2.244 6.566 -0.993
H 2.843 5.863 -3.292
H 2.671 3.470 -3.928
H 1.832 1.827 -2.323
O -3.706 -1.138 0.561
As -4.328 -1.791 -0.954
C -6.208 -1.415 -0.569
C -6.589 -0.771 0.600
C -7.930 -0.479 0.825
C -8.889 -0.833 -0.112
C -8.510 -1.481 -1.283
C -7.172 -1.767 -1.509
C -4.037 -0.711 -2.509
C -3.732 -1.189 -3.786
C -3.416 -0.306 -4.803
C -3.392 1.067 -4.568
C -3.716 1.548 -3.307
C -4.046 0.669 -2.287
C -4.408 -3.683 -1.333
C -5.172 -4.478 -0.461
C -5.075 -5.861 -0.499
C -4.241 -6.489 -1.413
C -3.482 -5.704 -2.289
C -3.542 -4.328 -2.233
H -5.821 -0.511 1.316
H -8.227 0.025 1.737
H -9.933 -0.605 0.067
H -9.258 -1.760 -2.015
H -6.870 -2.272 -2.421
H -3.753 -2.253 -3.995
H -3.183 -0.692 -5.788
H -3.123 1.753 -5.362
H -3.698 2.612 -3.106
H -4.285 1.053 -1.300
H -5.835 -4.007 0.255
H -5.661 -6.453 0.196
H -4.164 -7.569 -1.436
H -2.812 -6.176 -2.998
H -2.875 -3.746 -2.860
C 1.111 -4.671 2.236
O -0.017 -3.860 2.520
C -1.245 -4.113 1.896
C -1.394 -5.536 1.453
H 1.359 -4.647 1.170
H 0.971 -5.711 2.544
H 1.955 -4.256 2.784
H -1.367 -6.260 2.287
H -0.635 -5.875 0.732
H -2.366 -5.646 0.967

Want to see where the charge sits? The Löwdin charges in e are: Ba 1.60; Se 0.25; P 0.53; C -0.33; C -0.09; C -0.08; C -0.10; C -0.09; C -0.08; C -0.37; C -0.11; C -0.09; C -0.08; C -0.07; C -0.11; C -0.43; C -0.47; N -0.18; N -0.06; N 0.00; P 0.55; Se 0.28; C -0.34; C -0.10; C -0.07; C -0.09; C -0.08; C -0.11; C -0.35; C -0.09; C -0.10; C -0.09; C -0.08; C -0.11; H 0.09; H 0.10; H 0.10; H 0.10; H 0.10; H 0.07; H 0.11; H 0.10; H 0.11; H 0.10; H 0.10; H 0.11; H 0.10; H 0.10; H 0.10; H 0.09; H 0.11; H 0.10; H 0.11; H 0.10; O -0.96; As 1.10; C -0.31; C -0.09; C -0.09; C -0.11; C -0.10; C -0.10; C -0.33; C -0.11; C -0.10; C -0.10; C -0.10; C -0.14; C -0.33; C -0.11; C -0.10; C -0.11; C -0.10; C -0.13; H 0.09; H 0.10; H 0.09; H 0.10; H 0.11; H 0.08; H 0.10; H 0.09; H 0.10; H 0.09; H 0.10; H 0.10; H 0.09; H 0.10; H 0.09; C -0.16; O -0.34; C -0.49; C -0.23; H 0.08; H 0.07; H 0.08; H 0.06; H 0.05; H 0.03

=====

Record 2
Entry from OMol25: a structure of composition C47H41N4O5SiTaTe (ωB97M-V/def2-TZVPD).

Properties
ΔE to the lowest compared entry with this formula, charge and spin	110.3	kJ/mol
molecular weight	1078.5	g mol⁻¹
strongest force on any atom	2.56	eV Å⁻¹
E_LUMO (spin up / spin down)	-0.341 / -0.341	eV

Atoms and positions in Å:
Ta 0.843 0.601 -1.446
C -8.840 0.515 9.515
O -9.050 0.452 8.124
C -7.975 0.466 7.299
C -6.646 0.493 7.712
C -5.630 0.493 6.772
C -5.915 0.465 5.410
C -7.254 0.441 5.005
C -8.266 0.439 5.930
C -4.895 0.421 4.388
N -5.151 0.358 3.100
C -3.949 0.301 2.479
C -2.921 0.310 3.424
N -3.546 0.391 4.636
C -1.558 0.197 3.067
C -0.512 0.010 3.981
C 0.776 -0.066 3.512
C 0.996 0.084 2.141
N 0.029 0.213 1.258
C -1.243 0.239 1.681
C -2.306 0.241 0.693
N -1.977 0.191 -0.605
C -2.924 0.080 -1.511
C -4.288 0.043 -1.207
C -4.660 0.151 0.112
C -3.663 0.236 1.090
H -9.833 0.536 9.964
H -8.297 1.426 9.791
H -8.294 -0.364 9.876
H -6.392 0.492 8.761
H -4.608 0.505 7.123
H -7.462 0.415 3.949
H -9.300 0.400 5.632
H -3.103 0.481 5.535
H -0.720 -0.101 5.035
H 1.612 -0.227 4.175
H 2.006 0.100 1.756
H -2.573 -0.002 -2.532
H -5.026 -0.065 -1.987
H -5.693 0.166 0.422
O 3.604 0.023 -1.799
C 4.335 1.177 -1.355
C 3.522 1.708 -0.118
O 4.019 2.337 0.788
O 2.287 1.387 -0.209
C 4.194 2.241 -2.434
C 3.913 1.855 -3.740
C 3.679 2.807 -4.716
C 3.724 4.152 -4.392
C 4.044 4.543 -3.103
C 4.288 3.593 -2.126
C 5.772 0.814 -1.052
C 6.329 -0.317 -1.646
C 7.603 -0.737 -1.305
C 8.348 -0.026 -0.380
C 7.818 1.125 0.179
C 6.547 1.552 -0.166
H 3.981 -0.745 -1.350
H 3.879 0.810 -4.002
H 3.456 2.495 -5.726
H 3.508 4.895 -5.144
H 4.093 5.592 -2.847
H 4.530 3.906 -1.122
H 5.779 -0.867 -2.398
H 8.013 -1.628 -1.759
H 9.336 -0.363 -0.101
H 8.388 1.695 0.898
H 6.132 2.439 0.278
C 3.492 -2.408 -5.594
C 3.300 -2.452 -4.206
C 2.362 -1.656 -3.613
C 1.577 -0.754 -4.363
C 0.683 0.160 -3.737
C -0.180 0.837 -4.574
C -0.144 0.722 -5.975
C 0.823 -0.031 -6.573
C 1.702 -0.794 -5.780
C 2.683 -1.622 -6.361
H 4.249 -3.026 -6.052
H 3.900 -3.127 -3.613
H 2.177 -1.737 -2.555
H -0.915 1.516 -4.159
H -0.859 1.269 -6.574
H 0.924 -0.068 -7.649
H 2.765 -1.629 -7.437
Te -0.126 2.953 -1.724
C 1.249 -4.042 -1.043
Si -0.198 -2.782 -1.011
C -1.513 -3.169 -2.346
C -0.978 -3.012 0.728
O 0.290 -1.284 -1.270
H 0.851 -5.042 -0.907
H 1.956 -3.867 -0.236
H 1.797 -4.039 -1.979
H -1.751 -4.223 -2.420
H -1.168 -2.837 -3.321
H -2.436 -2.639 -2.123
H -1.220 -4.057 0.895
H -1.897 -2.444 0.839
H -0.299 -2.710 1.522

Results of the Löwdin charge analysis, in e, for atoms 1 through 99: Ta 1.38; C -0.08; O -0.08; C -0.27; C -0.02; C -0.02; C -0.16; C -0.01; C 0.01; C -0.26; N 0.19; C -0.17; C -0.13; N 0.19; C -0.07; C 0.00; C -0.03; C -0.12; N 0.09; C -0.15; C -0.17; N 0.06; C -0.14; C -0.03; C 0.01; C -0.08; H 0.09; H 0.10; H 0.10; H 0.10; H 0.10; H 0.11; H 0.12; H 0.15; H 0.11; H 0.11; H 0.10; H 0.11; H 0.11; H 0.12; O -0.08; C -0.30; C -0.55; O 0.10; O -0.29; C -0.14; C -0.01; C -0.06; C -0.08; C -0.07; C -0.02; C -0.12; C -0.03; C -0.08; C -0.09; C -0.07; C -0.01; H 0.11; H 0.11; H 0.11; H 0.10; H 0.11; H 0.12; H 0.11; H 0.10; H 0.10; H 0.10; H 0.11; C -0.09; C -0.09; C -0.09; C -0.21; C -0.23; C -0.18; C -0.08; C -0.04; C -0.18; C -0.04; H 0.10; H 0.10; H 0.06; H 0.01; H 0.10; H 0.11; H 0.11; Te 0.30; C -0.16; Si 0.35; C -0.14; C -0.15; O -0.51; H 0.03; H 0.03; H 0.01; H 0.02; H 0.03; H 0.01; H 0.03; H 0.01

=====

Record 3
Entry from OMol25: a structure of composition C47H42BrGe2NO3W (ωB97M-V/def2-TZVPD).

Properties
2S+1	4
molecular weight	1077.8	g mol⁻¹
expectation value of S²	3.7814
total charge	+1
strongest force on any atom	4.91	eV Å⁻¹
E_LUMO (spin up / spin down)	-2.992 / -5.378	eV

Atoms and positions in Å:
W 12.617 13.623 12.769
Br 14.223 15.112 15.565
C 15.204 13.644 14.838
C 16.317 13.129 15.375
C 16.970 12.078 14.813
C 16.358 11.449 13.742
C 15.248 12.070 13.202
N 14.667 13.133 13.733
C 14.617 11.521 11.962
O 14.941 10.473 11.535
O 13.504 12.172 11.629
H 16.656 13.565 16.278
H 17.842 11.649 15.254
H 16.762 10.537 13.448
C 6.301 12.155 15.745
C 6.390 12.893 14.595
C 7.665 13.173 14.024
C 8.806 12.783 14.753
C 8.726 12.101 15.952
C 7.475 11.750 16.420
Ge 10.570 13.017 14.107
C 10.592 12.909 11.849
C 9.783 13.920 11.295
C 9.013 13.649 10.132
C 8.900 12.365 9.706
C 9.742 11.357 10.224
C 10.486 11.619 11.362
C 11.744 11.324 14.651
C 11.731 10.018 14.117
C 12.718 9.104 14.412
C 13.793 9.508 15.252
C 13.760 10.724 15.880
C 12.740 11.602 15.576
H 5.332 11.924 16.198
H 5.504 13.222 14.065
H 7.648 13.828 13.155
H 9.589 11.808 16.504
H 7.315 11.099 17.261
H 9.733 14.917 11.708
H 8.454 14.433 9.584
H 8.294 12.061 8.843
H 9.747 10.366 9.700
H 11.140 10.850 11.683
H 10.966 9.725 13.446
H 12.752 8.140 13.931
H 14.646 8.862 15.401
H 14.722 11.036 16.462
H 12.704 12.627 15.935
C 12.914 15.311 12.120
Ge 13.784 16.149 10.514
C 14.691 14.860 9.557
C 16.027 15.098 9.190
C 16.673 14.193 8.306
C 15.995 13.041 7.872
C 14.694 12.834 8.285
C 14.039 13.723 9.121
C 12.259 17.014 9.617
C 11.797 16.580 8.410
C 10.456 17.007 8.035
C 9.744 17.893 8.824
C 10.251 18.334 10.035
C 11.528 17.884 10.449
C 14.972 17.404 11.431
C 15.302 18.723 11.063
C 16.133 19.532 11.847
C 16.549 19.043 13.065
C 16.267 17.725 13.430
C 15.488 16.897 12.617
H 12.480 15.869 12.922
H 16.644 15.879 9.656
H 17.668 14.408 7.934
H 16.445 12.384 7.154
H 14.027 12.070 7.867
H 13.002 13.613 9.134
H 12.303 15.857 7.784
H 10.037 16.778 7.067
H 8.721 18.131 8.549
H 9.767 19.063 10.569
H 11.937 18.180 11.406
H 15.066 19.105 10.074
H 16.423 20.532 11.526
H 17.124 19.658 13.738
H 16.731 17.447 14.353
H 15.335 15.873 12.875
C 10.289 18.149 15.047
C 9.116 17.594 15.818
C 9.190 16.060 15.547
O 10.145 15.886 14.453
C 10.458 17.187 13.927
H 11.130 18.102 15.713
H 10.179 19.172 14.744
H 8.207 18.029 15.425
H 9.055 17.869 16.896
H 8.187 15.611 15.266
H 9.484 15.467 16.394
H 9.909 17.353 13.013
H 11.510 17.117 13.650

Want to see where the charge sits? The Löwdin charges in e are: W 1.24; Br 0.84; C -0.69; C -0.10; C 0.00; C 0.05; C -0.17; N -0.01; C -0.54; O 0.16; O -0.19; H 0.11; H 0.13; H 0.12; C -0.07; C -0.07; C -0.08; C -0.37; C -0.12; C -0.05; Ge 1.08; C -0.38; C -0.10; C -0.06; C -0.07; C -0.04; C -0.12; C -0.27; C -0.10; C -0.04; C -0.07; C -0.10; C -0.18; H 0.12; H 0.11; H 0.10; H 0.09; H 0.11; H 0.09; H 0.12; H 0.12; H 0.13; H 0.08; H 0.09; H 0.11; H 0.11; H 0.15; H 0.05; C -0.38; Ge 0.96; C -0.32; C -0.08; C -0.06; C -0.07; C -0.08; C -0.14; C -0.29; C -0.08; C -0.06; C -0.10; C -0.07; C -0.10; C -0.28; C -0.09; C -0.08; C -0.09; C -0.08; C -0.14; H -0.06; H 0.11; H 0.10; H 0.10; H 0.12; H 0.08; H 0.10; H 0.10; H 0.11; H 0.07; H 0.09; H 0.10; H 0.11; H 0.10; H 0.09; H 0.04; C -0.16; C -0.15; C -0.16; O -0.24; C -0.21; H 0.11; H 0.12; H 0.10; H 0.13; H 0.12; H 0.10; H 0.12; H 0.09

=====

Record 4
Entry from OMol25: a structure of composition C47H42FMoN5O6S3 (ωB97M-V/def2-TZVPD).

Properties
molecular weight	984.0	g mol⁻¹
strongest force on any atom	1.06	eV Å⁻¹
E_LUMO (spin up / spin down)	-1.029 / -1.027	eV

Atoms and positions in Å:
Mo -0.835 0.153 -0.405
C -1.597 -3.420 -1.250
C -1.781 -3.554 0.264
C -2.989 -2.763 0.793
C -0.576 -3.299 1.182
C -0.512 -4.211 2.236
C 0.499 -4.181 3.174
C 1.444 -3.182 3.077
C 1.412 -2.202 2.083
C 2.595 -1.227 2.226
C 3.818 -1.707 1.427
C 2.320 0.258 2.008
C 0.389 -2.276 1.109
N 0.354 -1.423 -0.095
C 1.220 -1.884 -1.145
C 2.139 -2.926 -1.037
C 2.975 -3.260 -2.094
C 2.915 -2.578 -3.302
C 1.974 -1.569 -3.453
C 1.165 -1.283 -2.388
F 0.203 -0.307 -2.562
H -2.465 -3.861 -1.750
H -0.710 -3.958 -1.589
H -1.526 -2.393 -1.589
H -2.011 -4.606 0.416
H -2.725 -1.737 1.024
H -3.358 -3.211 1.719
H -3.808 -2.762 0.066
H -1.279 -4.976 2.301
H 0.546 -4.916 3.971
H 2.244 -3.138 3.811
H 2.865 -1.308 3.278
H 3.704 -1.526 0.361
H 3.994 -2.775 1.588
H 4.707 -1.162 1.762
H 1.777 0.446 1.094
H 3.267 0.801 1.947
H 1.751 0.671 2.843
H 2.206 -3.477 -0.111
H 3.695 -4.058 -1.958
H 3.584 -2.825 -4.117
H 1.874 -0.993 -4.366
O -4.727 0.240 -1.041
C -3.748 -0.298 -1.453
O -2.601 -0.359 -0.739
C -3.720 -0.996 -2.788
C -4.943 -1.456 -3.324
C -4.916 -2.058 -4.543
C -3.687 -2.182 -5.235
C -3.575 -2.812 -6.501
C -2.359 -2.924 -7.108
C -1.197 -2.403 -6.482
C -1.279 -1.782 -5.271
C -2.529 -1.664 -4.617
N -2.570 -1.075 -3.388
H -5.854 -1.327 -2.754
H -5.820 -2.457 -4.990
H -4.470 -3.203 -6.975
H -2.276 -3.414 -8.071
H -0.236 -2.502 -6.973
H -0.400 -1.384 -4.781
C 3.851 6.609 2.174
C 3.468 5.390 1.371
C 4.180 5.026 0.231
C 3.813 3.921 -0.520
C 2.721 3.162 -0.118
C 2.000 3.494 1.025
C 2.382 4.604 1.759
S 2.231 1.830 -1.164
O 2.930 0.651 -0.762
O 2.357 2.284 -2.521
N 0.641 1.652 -0.771
C -0.248 2.623 -1.269
C -0.021 3.900 -1.791
C -1.119 4.639 -2.171
C -2.405 4.127 -2.020
C -2.548 2.866 -1.496
N -1.484 2.131 -1.150
H 4.633 7.184 1.677
H 4.218 6.323 3.162
H 2.989 7.263 2.322
H 5.030 5.624 -0.080
H 4.355 3.653 -1.419
H 1.150 2.894 1.334
H 1.822 4.870 2.651
H 0.979 4.288 -1.906
H -0.974 5.628 -2.590
H -3.281 4.698 -2.297
H -3.518 2.423 -1.331
O 0.414 -1.629 5.150
S -0.909 -1.122 4.919
O -2.046 -1.876 5.342
N -1.101 -0.756 3.303
C -1.203 0.510 3.133
S -1.435 1.323 1.612
C -1.121 1.361 4.376
C -1.080 2.740 4.502
C -0.849 3.274 5.765
C -0.656 2.445 6.868
C -0.716 1.064 6.740
C -0.969 0.555 5.483
H -1.216 3.376 3.637
H -0.805 4.349 5.892
H -0.441 2.883 7.835
H -0.573 0.411 7.593

Results of the Löwdin charge analysis, in e, for atoms 1 through 99: Mo 1.55; C -0.07; C -0.34; C -0.05; C -0.14; C -0.04; C -0.06; C -0.08; C -0.14; C -0.33; C -0.05; C -0.07; C -0.18; N -0.09; C -0.22; C -0.02; C -0.06; C -0.07; C -0.02; C -0.24; F -0.02; H 0.09; H 0.09; H 0.02; H 0.12; H 0.04; H 0.09; H 0.08; H 0.12; H 0.11; H 0.12; H 0.12; H 0.05; H 0.08; H 0.08; H 0.01; H 0.09; H 0.08; H 0.12; H 0.11; H 0.11; H 0.13; O 0.14; C -0.49; O -0.31; C -0.20; C 0.02; C 0.01; C -0.15; C -0.03; C -0.07; C -0.06; C 0.00; C -0.19; N 0.18; H 0.12; H 0.12; H 0.11; H 0.11; H 0.11; H 0.09; C -0.05; C -0.26; C -0.03; C -0.04; C -0.29; C -0.06; C -0.02; S 0.60; O -0.27; O -0.28; N -0.27; C -0.40; C 0.01; C -0.05; C -0.05; C -0.09; N -0.07; H 0.07; H 0.08; H 0.08; H 0.11; H 0.12; H 0.08; H 0.12; H 0.11; H 0.11; H 0.11; H 0.11; O -0.27; S 0.66; O -0.27; N -0.02; C -0.70; S 0.73; C -0.23; C -0.03; C -0.06; C -0.06